Computed, not measured: C20H11Co2N5O6 as an isolated structure at a distorted geometry, with wB97M-V/def2-TZVPD.

Last column: natural (NBO) charge in e.
Atoms and positions in Å:
O: 1.09626 0.94308 -0.63515  -0.5993
C: 0.95185 -0.10796 -1.09223  0.4645
Co: 0.85553 -1.68612 -1.86336  -0.1195
C: 0.67518 -1.31975 -3.56110  0.4489
O: 0.57757 -1.03643 -4.67637  -0.6189
C: 2.58816 -1.78432 -2.09078  0.4863
O: 3.72929 -1.79575 -2.26000  -0.6221
C: 0.87411 -3.29929 -0.61160  -0.4081
C: 0.96811 -3.00320 0.72196  -0.3433
C: 2.06378 -2.94908 1.66069  -0.1492
C: 2.09901 -1.77828 2.64129  0.0869
C: 3.36406 -1.29426 2.97133  -0.2537
C: 3.47321 -0.07440 3.63960  -0.2201
C: 2.30349 0.59296 4.03597  -0.2567
C: 1.04142 0.02802 3.81347  -0.2041
C: 0.94395 -1.21340 3.16086  -0.2256
Co: -0.62840 -2.61390 0.02388  -0.0909
C: -1.73933 -3.61342 0.97391  0.4967
O: -2.52319 -4.23714 1.55491  -0.6296
C: -1.32559 -2.13094 -1.63205  0.4248
O: -2.20518 -2.01829 -2.39554  -0.6238
C: -1.14417 -1.01161 0.57930  0.4963
O: -1.46014 0.04959 0.88913  -0.6082
H: 1.11618 -4.25610 -1.08005  0.1708
H: 2.99530 -2.90111 1.08069  0.1877
H: 4.23746 -1.87554 2.65572  0.1963
H: 4.46404 0.33017 3.85099  0.1893
H: 2.38080 1.56501 4.51976  0.1891
H: 0.12583 0.52269 4.14849  0.2018
H: -0.00026 -1.76393 3.05674  0.2667
N: 1.36342 -7.36140 5.53225  -0.8051
C: 0.76534 -6.37795 4.83740  0.4072
N: -0.41768 -5.81740 5.11576  -0.5584
C: -0.81155 -4.73574 4.40341  0.2632
N: -0.08866 -4.08146 3.43497  -0.4758
C: 1.03909 -4.68136 3.13236  0.3593
C: 1.53126 -5.83676 3.77220  -0.0395
N: 2.88353 -5.94352 3.58154  -0.5347
C: 3.21932 -4.95588 2.74317  0.2172
N: 2.12550 -4.19651 2.41784  -0.3384
H: 2.28739 -7.67366 5.25044  0.4121
H: 0.85670 -7.88989 6.22416  0.3838
H: -1.79984 -4.32703 4.64057  0.1796
H: 4.20555 -4.75426 2.33097  0.1965

Results
Strongest force on any atom (hartree/bohr): 0.133
Net charge: -2
E_HOMO (eV): 1.450

=====

Computed, not measured: a 2-piece molecular cluster, C2H7N2S2 overall at a distorted geometry, with wB97M-V/def2-TZVPD.

Last column: natural (NBO) charge in e.
Atoms and positions in Å:
C: 1.68789 -0.37359 -0.27177  0.0746
C: 0.47611 0.33162 -0.12871  0.0557
N: 1.86886 -1.30984 -1.22926  -0.7249
N: -0.69023 0.36624 -0.82245  -0.6443
S: -3.10204 -0.29957 1.03526  -0.0647
S: 2.87992 -0.20117 1.04573  0.1899
H: 0.48638 0.96843 0.70884  0.2092
H: 2.65922 -1.88996 -1.24575  0.4179
H: 1.59492 -1.13790 -2.18180  0.4150
H: -1.53572 0.76403 -0.52603  0.4348
H: -0.85728 -0.39142 -1.39364  0.3910
H: -3.96771 -0.34722 0.11799  0.0907
H: 1.95042 0.37500 1.86632  0.1552

Results
Strongest force on any atom (hartree/bohr): 0.073
Net charge: +1
E_HOMO (spin up / spin down) (eV): -13.817 / -12.714

=====

Computed, not measured: C27H46Cl3O2PSc as an isolated structure at a distorted geometry, with wB97M-V/def2-TZVPD.

Last column: Löwdin charge in e.
Atoms and positions in Å:
Sc: -0.32513 1.31177 4.02544  0.2034
Cl: -2.22190 0.89988 2.69230  -0.0341
P: -0.20562 0.37544 -0.60559  1.1237
C: -0.69122 3.26862 4.37377  -0.3283
H: -0.01303 4.04110 4.76221  -0.1265
H: -1.70835 3.63603 4.16089  -0.1227
C: 1.18658 -0.57768 -1.44571  -0.4498
C: -0.21024 2.13268 -1.25727  -0.4374
C: 2.55841 0.03521 -1.10778  -0.2082
H: 1.12126 -1.54834 -0.91514  0.1009
C: 3.69172 -0.91831 -1.51597  -0.2012
H: 2.68557 0.98800 -1.64427  0.1015
H: 2.63530 0.28152 -0.03868  0.0937
C: 3.59404 -1.34125 -2.98478  -0.2124
H: 4.65517 -0.43178 -1.32352  0.1070
H: 3.64200 -1.80809 -0.87413  0.1094
C: 2.19541 -1.83399 -3.37399  -0.2053
H: 3.86521 -0.48867 -3.62157  0.1096
H: 4.32606 -2.13074 -3.18798  0.0996
C: 1.08083 -0.86937 -2.94414  -0.2195
H: 2.13905 -1.99106 -4.45811  0.1024
H: 2.01255 -2.80701 -2.89723  0.1098
H: 1.17159 0.06703 -3.51256  0.0973
H: 0.10599 -1.30529 -3.19873  0.0815
C: -1.81117 -0.34895 -1.25523  -0.4521
C: 0.42952 2.36389 -2.62390  -0.2230
H: -1.28527 2.37896 -1.33516  0.1075
C: 0.31428 3.83881 -3.02556  -0.2061
H: 1.48972 2.07737 -2.59241  0.0924
H: -0.05195 1.74346 -3.39421  0.0915
C: 0.92535 4.77300 -1.97696  -0.2140
H: 0.80117 3.98922 -3.99632  0.1013
H: -0.74903 4.08213 -3.15414  0.1104
C: 0.36264 4.52600 -0.57592  -0.1956
H: 2.01406 4.63072 -1.95622  0.1105
H: 0.74623 5.81417 -2.26577  0.0984
C: 0.38593 3.04710 -0.16904  -0.2186
H: 0.92688 5.10402 0.16478  0.1097
H: -0.67766 4.87398 -0.53288  0.1110
H: 1.41787 2.74326 0.07238  0.0917
H: -0.18353 2.91881 0.76552  0.0994
C: -1.81435 -1.88382 -1.12278  -0.2183
H: -2.52428 0.05511 -0.50877  0.1004
C: -3.17027 -2.48567 -1.51583  -0.2054
H: -1.03088 -2.31386 -1.76542  0.0976
H: -1.56873 -2.16633 -0.08754  0.0977
C: -3.66038 -2.00413 -2.88656  -0.2126
H: -3.09583 -3.57933 -1.51039  0.1023
H: -3.90939 -2.20917 -0.75172  0.1133
C: -3.61538 -0.47930 -3.02909  -0.2058
H: -3.04483 -2.46081 -3.67321  0.1085
H: -4.68612 -2.35290 -3.05045  0.1004
C: -2.25730 0.12325 -2.64520  -0.2180
H: -3.85864 -0.19013 -4.05826  0.1027
H: -4.38201 -0.03421 -2.38045  0.1134
H: -1.50572 -0.16200 -3.39678  0.0941
H: -2.33460 1.21856 -2.67597  0.0986
C: 0.36685 -2.46299 2.93685  -0.1037
C: 0.07683 -1.65177 3.90708  -0.1711
H: 1.23780 -2.27968 2.29453  0.1065
C: -1.18276 -1.76687 4.73147  -0.2187
H: 0.81468 -0.89400 4.24794  0.0364
C: -1.77548 -3.19123 4.72348  -0.1981
H: -1.01448 -1.45606 5.77326  0.1122
H: -1.95741 -1.09219 4.32386  0.0405
C: -1.75187 -3.85523 3.34803  -0.1981
H: -1.20313 -3.81052 5.42067  0.1079
H: -2.80320 -3.16976 5.10101  0.1068
C: -0.39874 -3.71863 2.61528  -0.1837
H: -1.98853 -4.92082 3.46111  0.1018
H: -2.53991 -3.42550 2.71744  0.1098
H: 0.20658 -4.60819 2.86280  0.1111
H: -0.56986 -3.78502 1.53059  0.0960
Cl: 1.84817 1.50384 5.37759  0.5689
C: 3.01978 1.26644 3.87694  -0.8198
Cl: 3.51327 -0.42214 3.76792  0.6371
C: 2.31296 1.65760 2.56660  -0.6976
O: 2.99643 2.03764 1.62157  0.0266
O: 1.00407 1.54006 2.56389  -0.2183
H: 3.90040 1.88812 4.03210  0.0698

Results
Strongest force on any atom (hartree/bohr): 0.068
Net charge: -1
E_HOMO (spin up / spin down) (eV): -2.332 / -2.331

=====

Computed, not measured: C29H19F5GeN4O2STc as an isolated structure, with wB97M-V/def2-TZVPD.

Last column: natural (NBO) charge in e.
Atoms and positions in Å:
Tc: 0.46073 -2.11046 -0.77973  0.9979
N: 2.52417 -2.44384 -0.66770  -0.7013
C: 2.88625 -3.13732 0.60440  -0.3648
C: 1.65461 -3.54594 1.37447  0.7659
O: 1.68605 -4.07224 2.43491  -0.4873
O: 0.46860 -3.23893 0.74178  -0.6340
H: 2.77637 -3.01355 -1.47163  0.4214
H: 3.04065 -1.57391 -0.75537  0.4258
H: 3.47813 -2.47347 1.22985  0.2484
H: 3.48265 -4.02461 0.40181  0.2576
F: -5.33364 0.30106 -3.56423  -0.2530
C: -4.05448 0.20743 -3.26408  0.3235
C: -3.63334 -0.72887 -2.33181  0.2749
F: -4.50933 -1.52184 -1.73888  -0.2596
C: -2.29400 -0.80401 -2.02508  0.3805
F: -1.93431 -1.70911 -1.07466  -0.2988
C: -1.35381 0.02803 -2.61335  -0.3755
S: 0.38058 -0.10255 -2.29997  0.5048
C: -1.80166 0.95562 -3.54028  0.4137
F: -0.93495 1.77808 -4.12359  -0.2840
C: -3.14010 1.05103 -3.87073  0.2745
F: -3.55007 1.94805 -4.74976  -0.2593
N: 0.29372 -3.18649 -2.39627  -0.7225
C: 0.28526 -4.19823 -3.03723  0.7155
N: 0.32946 -5.22511 -3.67336  -0.5722
C: -0.26333 -6.06015 -4.49794  0.4123
N: -0.74604 -6.81565 -5.22188  -0.3221
C: 0.38396 -0.32473 -0.56406  -0.4793
Ge: 0.29527 1.04742 0.90661  1.6335
C: -0.98323 2.33679 0.28668  -0.5143
C: -2.12291 2.58786 1.05280  -0.1269
C: -3.07314 3.50384 0.61758  -0.2208
C: -2.89536 4.17218 -0.58508  -0.1838
C: -1.76062 3.93800 -1.35285  -0.2044
C: -0.80797 3.02779 -0.91773  -0.2161
C: -0.24627 0.07146 2.45696  -0.5280
C: -1.40301 -0.71365 2.42175  -0.1414
C: -1.82981 -1.39010 3.55413  -0.2163
C: -1.10531 -1.27914 4.73461  -0.1731
C: 0.04039 -0.49929 4.78462  -0.1985
C: 0.47217 0.17665 3.64908  -0.1900
C: 2.12040 1.63795 0.93945  -0.4939
C: 3.12625 0.73873 1.30757  -0.1631
C: 4.45160 1.14274 1.37499  -0.2293
C: 4.78207 2.45953 1.07535  -0.1795
C: 3.79403 3.36441 0.71643  -0.1930
C: 2.46538 2.95790 0.64794  -0.1837
H: -2.27727 2.06674 1.99076  0.2176
H: -3.95181 3.69596 1.21931  0.2295
H: -3.63653 4.88583 -0.92126  0.2299
H: -1.61429 4.47221 -2.28341  0.2278
H: 0.08283 2.87771 -1.51920  0.2142
H: -1.97872 -0.80849 1.50512  0.1953
H: -2.72137 -2.00247 3.51836  0.2282
H: -1.43754 -1.80572 5.61974  0.2296
H: 0.60053 -0.41817 5.70716  0.2286
H: 1.37039 0.78195 3.70070  0.2209
H: 2.86537 -0.27854 1.59072  0.1855
H: 5.22272 0.44534 1.67806  0.2240
H: 5.81375 2.78132 1.13338  0.2310
H: 4.05706 4.39048 0.49407  0.2313
H: 1.70278 3.67650 0.36998  0.2262

Results
Strongest force on any atom (hartree/bohr): 0.016
Net charge: +1
E_HOMO (eV): -11.994

=====

Computed, not measured: a 2-piece molecular cluster, C3H10NO2 overall at a distorted geometry, with wB97M-V/def2-TZVPD.

Last column: natural (NBO) charge in e.
Atoms and positions in Å:
C: 1.25619 -0.33399 1.24129  -0.4021
N: 0.00035 -0.40535 0.54091  -0.7052
C: -0.21845 0.74140 -0.36465  -0.2590
C: 0.67850 0.57238 -1.64887  -0.0413
O: 1.06157 -0.70953 -1.82958  -0.9601
H: 1.98681 0.33692 0.80986  0.1796
H: 1.13690 -0.07840 2.29497  0.1529
H: 1.74852 -1.31571 1.21482  0.1888
H: 0.09212 -1.12286 -0.18540  0.4125
H: -1.28401 0.80302 -0.57634  0.1815
H: 0.01783 1.66974 0.15214  0.1503
H: 0.03230 0.92605 -2.49962  0.0812
H: 1.49204 1.33028 -1.57440  0.0673
H: -1.69348 -0.39804 1.38360  0.5062
H: -2.59453 0.47153 2.32415  0.4462
O: -2.62417 -0.05991 1.51655  -0.9989

Results
Strongest force on any atom (hartree/bohr): 0.022
Net charge: -1
E_HOMO (eV): -2.645

=====

Computed, not measured: C4H7IOS in the gas phase at a distorted geometry, with wB97M-V/def2-TZVPD.

Last column: natural (NBO) charge in e.
Atoms and positions in Å:
C: 1.88307 1.07061 0.00563  -0.7378
C: 0.59682 0.42275 -0.28789  0.2277
I: -0.23983 1.84466 -2.16268  -0.2102
O: -0.34058 0.56747 0.72834  -0.5162
C: -1.49434 -0.25589 0.51542  -0.0957
C: -1.09216 -1.64883 0.02947  -0.5115
S: 0.50734 -1.30331 -0.92187  0.2136
H: 2.70692 0.61589 0.69948  0.2454
H: 1.74743 1.98961 0.64176  0.2528
H: 2.36250 1.40701 -0.87687  0.2526
H: -2.23361 0.24089 -0.16955  0.2092
H: -2.00221 -0.43958 1.47304  0.2102
H: -0.78934 -2.19837 0.94217  0.2130
H: -1.61200 -2.31291 -0.61645  0.2468

Results
Strongest force on any atom (hartree/bohr): 0.077
Structure (SMILES): C[C@]1(I)OCCS1
E_HOMO (eV): -8.529